Entry 1:
Formula: C3H5Cl2O3S
Source: OMol25
Level of theory: ωB97M-V with the def2-TZVPD basis set

The value obtained for the total energy is -1661.67876 a.u. The calculation puts the HOMO energy at -5.36 eV. The calculation puts the frontier orbital gap at 8.57 eV. Its energy above the lowest of the compared OMol25 structures with the same formula, charge and spin is 66.2 kJ/mol.

The geometry in ORCA input format:
```
! wB97M-V def2-TZVPD RIJCOSX def2/J DEFGRID3
* xyz -1 1
C -0.06 1.16 -0.16
C -0.79 -1.12 0.63
C -0.58 0.23 0.94
O 2.11 -1.80 0.90
O -0.63 0.61 2.11
O 4.28 -0.85 1.28
S 2.88 -0.56 0.97
Cl -1.60 -1.30 -0.91
Cl 2.95 0.09 -1.26
H 0.18 2.20 0.25
H -0.79 1.26 -0.98
H 0.82 0.63 -0.60
H -1.26 -1.76 1.26
H 0.34 -1.60 0.68
*
```

natural (NBO) atomic charge list, values in e, 6 entries: C -0.75; C -0.55; C 0.56; O -0.98; O -0.57; O -0.95


Entry 2:
Formula: C3H5Cl3
Source: OMol25
Level of theory: ωB97M-V with the def2-TZVPD basis set

The value obtained for the total energy is -1497.73874 a.u. The calculation puts the HOMO energy (spin up / spin down) at -8.74 / -8.54 eV. The calculation puts the frontier orbital gap (spin up / spin down) at 8.68 / 7.87 eV. Its energy above the lowest of the compared OMol25 structures with the same formula, charge and spin is 394.8 kJ/mol.

The geometry in ORCA input format:
```
! wB97M-V def2-TZVPD RIJCOSX def2/J DEFGRID3
* xyz 0 1
C -1.55 0.52 -1.41
C 1.39 -0.27 0.93
C -1.30 -0.25 -0.19
Cl 1.53 -1.97 0.78
Cl -2.41 0.06 1.21
Cl -1.21 -1.90 -0.58
H -1.33 1.59 -1.17
H -0.95 0.36 -2.39
H -2.63 0.59 -1.71
H 1.49 0.18 -0.02
H 0.84 0.19 1.69
*
```

natural (NBO) atomic charge list, values in e, 6 entries: C -0.74; C -0.36; C -0.04; Cl 0.03; Cl -0.03; Cl 0.05


Entry 3:
Formula: C3H5Cl4O8PS
Source: OMol25
Level of theory: ωB97M-V with the def2-TZVPD basis set

The value obtained for the total energy is -3299.66395 a.u. The calculation puts the HOMO energy at -11.52 eV. The calculation puts the frontier orbital gap at 11.57 eV. Its SMILES is CS(=O)(=O)OC(=O)OP(=O)(O)O.ClC(Cl)(Cl)Cl.

The geometry in ORCA input format:
```
! wB97M-V def2-TZVPD RIJCOSX def2/J DEFGRID3
* xyz 0 1
C -0.06 -1.58 -3.52
S -1.71 -2.06 -3.15
O -1.76 -3.44 -2.83
O -2.61 -1.51 -4.10
O -1.98 -1.34 -1.67
C -1.59 -0.05 -1.51
O -1.49 0.78 -2.34
O -1.33 0.14 -0.18
P 0.20 0.38 0.27
O 1.18 0.07 -0.77
O 0.30 -0.51 1.57
O 0.24 1.87 0.80
H 0.54 -1.43 -2.62
H -0.09 -0.68 -4.13
H 0.31 -2.41 -4.12
H -0.52 -0.51 2.08
H 0.72 2.42 0.16
C 1.94 1.96 5.19
Cl 1.72 3.69 4.88
Cl 1.15 1.53 6.71
Cl 1.22 1.03 3.87
Cl 3.66 1.59 5.29
*
```

natural (NBO) atomic charge list, values in e, 6 entries: C -0.91; S 2.37; O -0.90; O -0.89; O -0.69; C 1.01


Entry 4:
Formula: C3H5Cl7
Source: OMol25
Level of theory: ωB97M-V with the def2-TZVPD basis set

The value obtained for the total energy is -3338.63290 a.u. The calculation puts the HOMO energy at -11.05 eV. The calculation puts the frontier orbital gap at 11.61 eV. Its SMILES is ClC(Cl)Cl.ClCCl.ClCCl. Its energy above the lowest of the compared OMol25 structures with the same formula, charge and spin is 11.4 kJ/mol.

The geometry in ORCA input format:
```
! wB97M-V def2-TZVPD RIJCOSX def2/J DEFGRID3
* xyz 0 1
C 3.91 0.25 -1.58
Cl 5.20 -0.56 -2.52
Cl 3.07 1.44 -2.58
Cl 4.51 1.04 -0.12
H 3.13 -0.47 -1.33
C 0.24 -1.27 1.45
Cl 1.92 -1.23 0.86
Cl 0.16 -1.96 3.06
H -0.20 -0.28 1.51
H -0.30 -1.92 0.76
C -4.42 0.91 0.05
Cl -4.84 2.57 0.60
Cl -2.69 0.51 0.11
H -4.93 0.20 0.70
H -4.77 0.79 -0.98
*
```

natural (NBO) atomic charge list, values in e, 6 entries: C -0.28; Cl 0.01; Cl 0.01; Cl 0.03; H 0.24; C -0.40


Entry 5:
Formula: C3H5ClINO
Source: OMol25
Level of theory: ωB97M-V with the def2-TZVPD basis set

The value obtained for the total energy is -1005.12688 a.u. The calculation puts the HOMO energy at -9.80 eV. The calculation puts the frontier orbital gap at 9.04 eV. Its SMILES is [H]/N=C/[C@](Cl)(I)CO. Its energy above the lowest of the compared OMol25 structures with the same formula, charge and spin is 142.8 kJ/mol.

The geometry in ORCA input format:
```
! wB97M-V def2-TZVPD RIJCOSX def2/J DEFGRID3
* xyz 0 1
C 0.21 0.39 1.07
C -0.21 -0.29 -1.31
C 0.65 -0.42 -0.06
N -0.77 1.18 0.98
O -1.40 -0.86 -0.88
Cl 0.82 -2.04 0.50
I 2.77 0.57 -0.41
H 0.94 0.15 2.04
H -0.09 0.73 -1.44
H 0.04 -0.95 -2.13
H -1.10 1.76 1.85
H -1.87 -0.23 -0.23
*
```

natural (NBO) atomic charge list, values in e, 6 entries: C 0.05; C -0.13; C -0.09; N -0.67; O -0.71; Cl 0.05


Entry 6:
Formula: C3H5ClN2
Source: OMol25
Level of theory: ωB97M-V with the def2-TZVPD basis set

The value obtained for the total energy is -686.88838 a.u. The calculation puts the HOMO energy at -8.70 eV. The calculation puts the frontier orbital gap at 9.65 eV. Its energy above the lowest of the compared OMol25 structures with the same formula, charge and spin is 282.4 kJ/mol.

The geometry in ORCA input format:
```
! wB97M-V def2-TZVPD RIJCOSX def2/J DEFGRID3
* xyz 0 1
C 1.50 0.63 -1.84
C -1.78 -2.32 0.27
C 0.81 1.73 -1.98
N -1.00 -1.35 0.17
N -0.37 -0.42 0.15
Cl -0.89 1.43 -2.30
H 2.55 0.74 -1.51
H 0.99 -0.24 -1.50
H -1.44 -2.96 1.05
H -2.61 -2.30 -0.39
H 1.31 2.69 -2.05
*
```

natural (NBO) atomic charge list, values in e, 6 entries: C -0.41; C -0.48; C -0.20; N 0.07; N -0.05; Cl -0.03


> What is the total energy in the third record?

-3299.66395 a.u.


> The highest total energy belongs to which entry?

C3H5ClN2


> Which value of total energy does entry 4 give?

-3338.63290 a.u.


> Look up the total energy of the second one.

-1497.73874 a.u.